(1)
C25H31ClMoNO2Si2 | ωB97M-V/def2-TZVPD

As for the spin multiplicity: 3. For the orbital gap (alpha / beta), the calculation gives 0.25047 / 0.25747 Eh. The molecular weight comes out at 565.1 g/mol. The expectation value of S² is 2.035. The net charge is +1.

Last column: Löwdin charge in e.
Element x y z (Å)
Mo: -0.169 -0.276 0.498  1.718
Cl: -5.639 -5.047 -1.173  0.718
Si: -1.649 2.786 -0.852  0.508
Si: -1.790 1.828 2.278  0.506
O: -0.341 -2.107 0.485  -0.238
O: -2.114 -0.506 -0.114  -0.224
N: 1.169 0.933 1.401  -0.131
C: 2.443 0.999 1.825  -0.093
C: -2.881 -1.537 -0.315  -0.289
C: -4.244 -1.350 -0.620  0.018
C: 3.190 2.139 1.695  -0.022
C: -1.896 3.628 2.833  -0.159
C: -0.549 2.584 -2.374  -0.172
C: 2.618 3.249 1.066  -0.010
C: 1.310 3.191 0.639  -0.004
C: 4.272 -0.774 -1.547  -0.077
C: -2.410 -2.888 -0.218  -0.118
C: -3.520 1.094 2.222  -0.158
C: 1.629 -0.518 -0.621  -0.247
C: -1.874 4.612 -0.430  -0.162
C: 0.554 2.034 0.860  -0.420
C: -5.063 -2.420 -0.866  -0.040
C: 2.452 -1.565 -0.187  -0.142
C: -3.338 2.129 -1.357  -0.165
C: 3.462 0.253 -2.009  -0.070
C: 2.160 0.380 -1.544  -0.109
C: -3.271 -3.977 -0.491  -0.037
C: -0.819 0.894 3.615  -0.178
C: -4.571 -3.741 -0.821  -0.659
C: -1.092 -3.090 0.189  -0.060
C: -0.850 1.784 0.577  -0.433
C: 3.760 -1.686 -0.638  -0.081
H: 3.838 0.963 -2.735  0.110
H: -0.998 4.196 2.583  0.035
H: -0.976 5.105 -0.056  0.024
H: 5.290 -0.870 -1.901  0.109
H: -3.752 2.772 -2.137  0.047
H: -1.029 3.045 -3.240  0.044
H: -0.415 1.525 -2.605  0.028
H: -6.107 -2.258 -1.097  0.122
H: 0.433 3.051 -2.266  0.028
H: -2.182 5.138 -1.337  0.044
H: 2.082 -2.302 0.517  0.089
H: -2.752 4.139 2.389  0.026
H: 0.838 4.047 0.179  0.101
H: 4.373 -2.502 -0.277  0.109
H: 4.206 2.162 2.060  0.119
H: -3.520 0.020 2.037  0.024
H: -4.004 1.268 3.186  0.046
H: -1.383 0.944 4.549  0.045
H: -3.252 1.124 -1.765  0.019
H: -2.897 -4.991 -0.428  0.127
H: 0.154 1.348 3.804  0.031
H: 3.188 4.158 0.929  0.124
H: -4.139 1.568 1.460  0.019
H: 2.853 0.099 2.263  0.130
H: -0.663 -0.168 3.393  0.017
H: -0.667 -4.087 0.271  0.158
H: -4.054 2.115 -0.535  0.017
H: -2.022 3.666 3.917  0.041
H: -2.662 4.754 0.311  0.023
H: 1.557 1.199 -1.912  0.061
H: -4.631 -0.342 -0.658  0.113


(2)
C25H31ClO13P2PdS2Se | ωB97M-V/def2-TZVPD

As for the spin multiplicity: 5. For the orbital gap (alpha / beta), the calculation gives 0.27815 / 0.25526 Eh. The molecular weight comes out at 886.4 g/mol. The expectation value of S² is 6.045. The net charge is 0.

Last column: Löwdin charge in e.
Element x y z (Å)
Pd: -0.719 -1.224 -0.090  1.164
Se: 0.372 -3.905 -0.761  0.852
Cl: 1.291 0.310 3.501  0.730
S: -0.663 2.140 -0.510  1.047
S: 2.653 -0.432 0.030  1.023
P: -2.964 -0.035 -1.535  0.340
P: -2.155 -3.540 -1.863  0.275
O: 1.450 -5.054 -0.816  -0.376
O: -0.125 -3.484 0.684  -0.421
O: -2.403 -2.606 -0.721  -0.324
O: -4.496 -1.597 -3.083  -0.001
O: -1.812 -0.342 -2.473  -0.334
O: -1.745 -2.897 -3.197  -0.094
O: 0.077 0.990 0.129  -0.596
O: -1.112 -4.668 -1.497  -0.310
O: 1.469 -1.282 0.415  -0.624
O: -3.451 -4.424 -2.171  -0.078
O: 0.609 -2.680 -1.744  -0.427
O: -3.430 1.481 -1.935  -0.171
O: -2.602 0.041 -0.067  -0.377
C: -0.359 5.884 0.954  -0.076
C: 1.614 0.353 -2.422  -0.241
C: -0.033 3.582 0.371  -0.370
C: 3.848 -2.894 0.388  -0.057
C: 4.068 -1.537 0.244  -0.366
C: -0.778 4.751 0.277  -0.085
C: -1.359 -0.099 2.951  -0.320
C: -5.329 -1.469 -0.769  -0.068
C: 0.269 2.495 -2.077  -0.267
C: 1.642 1.839 -2.043  -0.235
C: 2.768 -0.420 -1.808  -0.287
C: -1.107 -1.404 2.479  0.001
C: 1.112 3.529 1.144  -0.073
C: 6.433 -1.883 0.326  -0.081
C: -4.463 -0.976 -1.871  -0.380
C: -2.002 2.472 3.955  -0.079
C: -2.997 1.654 3.429  -0.080
C: -2.688 0.399 2.963  -0.047
C: 4.930 -3.757 0.461  -0.050
C: 1.527 4.668 1.819  -0.068
C: -0.689 2.023 3.984  -0.125
C: 6.222 -3.252 0.422  -0.076
C: 0.795 5.843 1.726  -0.079
C: -0.368 0.780 3.478  -0.607
C: 5.354 -1.018 0.232  -0.091
H: -3.466 -0.242 2.571  0.109
H: 0.325 3.578 -2.170  0.092
H: 7.440 -1.488 0.314  0.105
H: 4.751 -4.821 0.531  0.115
H: -1.680 4.756 -0.325  0.115
H: 2.308 2.376 -2.722  0.123
H: 3.735 0.028 -2.050  0.105
H: -3.275 -5.364 -2.019  0.100
H: 2.843 -3.274 0.442  0.080
H: -0.353 2.089 -2.875  0.087
H: 2.043 1.945 -1.032  0.073
H: 5.505 0.052 0.150  0.110
H: -3.787 1.483 -2.833  0.075
H: -0.933 6.800 0.887  0.106
H: 2.421 4.641 2.429  0.109
H: 0.686 -0.111 -2.106  0.055
H: -2.243 3.457 4.334  0.103
H: -0.155 -1.875 2.673  0.044
H: 2.747 -1.465 -2.111  0.092
H: -1.660 -1.882 -3.074  0.067
H: -4.875 -1.205 0.185  0.068
H: -1.952 -2.054 2.287  0.074
H: 0.090 2.643 4.405  0.101
H: 1.653 0.246 -3.508  0.132
H: -4.879 -2.482 -3.014  0.097
H: 1.116 6.725 2.265  0.104
H: -5.440 -2.557 -0.817  0.082
H: 1.658 2.596 1.227  0.095
H: -4.021 2.004 3.398  0.104
H: -6.329 -1.027 -0.821  0.084
H: 7.069 -3.924 0.473  0.105


(3)
C25H31FeN6O4S3 | ωB97M-V/def2-TZVPD

As for the spin multiplicity: 6. For the orbital gap (alpha / beta), the calculation gives 0.30476 / 0.19215 Eh. The molecular weight comes out at 631.6 g/mol. The expectation value of S² is 8.763. The net charge is +2.

Last column: Löwdin charge in e.
Element x y z (Å)
Fe: -0.389 0.710 -0.431  0.955
S: -1.907 -1.410 -2.956  0.705
S: 3.919 1.529 -2.740  1.136
S: -1.904 2.554 -0.773  0.785
O: -1.140 -0.398 -2.218  -0.391
O: -0.309 -1.475 0.228  -0.012
O: -2.186 -0.411 0.510  -0.073
O: -2.779 -0.860 -3.945  -0.259
N: -4.046 3.260 -2.024  0.029
N: 2.898 2.665 1.756  0.207
N: 1.789 1.139 -1.399  -0.015
N: -2.911 -2.201 -1.889  -0.106
N: -4.060 1.079 -1.061  0.053
N: 0.955 1.758 1.169  0.107
C: 0.858 2.158 2.472  -0.213
C: 0.015 2.566 4.652  -0.058
C: 2.090 2.735 2.865  -0.167
C: 0.774 -4.771 -4.423  -0.240
C: 1.224 -3.910 -3.420  -0.009
C: 2.297 3.227 4.143  0.007
C: -2.293 -2.805 0.425  -0.053
C: -4.997 2.912 -4.260  -0.055
C: 2.321 0.930 -2.561  -0.407
C: 2.185 2.072 0.775  -0.247
C: -2.410 -3.269 -1.035  -0.179
C: -3.524 2.240 -1.362  -0.670
C: -0.197 2.070 3.382  0.002
C: 0.446 -2.850 -2.989  -0.067
C: -5.372 0.545 -1.388  -0.206
C: -0.456 -4.507 -5.030  0.000
C: -1.544 -1.494 0.413  -0.657
C: -1.237 -3.446 -4.613  -0.036
C: -0.788 -2.638 -3.583  -0.302
C: -5.248 3.397 -2.835  -0.202
C: -6.429 0.962 -0.369  -0.054
C: 3.862 2.088 -1.128  -0.294
C: 1.584 -5.951 -4.835  -0.028
C: 1.237 3.133 5.030  -0.051
C: 2.647 1.795 -0.559  -0.304
H: 0.956 -6.727 -5.265  0.089
H: -3.498 0.478 -0.455  0.083
H: -5.655 0.847 -2.396  0.105
H: 2.318 -5.662 -5.589  0.100
H: -0.806 -5.141 -5.830  0.128
H: 0.785 -2.204 -2.193  0.102
H: 2.184 -4.083 -2.957  0.125
H: -4.707 1.864 -4.271  0.069
H: -6.199 0.551 0.610  0.084
H: 1.355 3.503 6.037  0.117
H: -7.399 0.585 -0.680  0.089
H: -5.498 4.459 -2.841  0.134
H: -3.799 -2.383 -2.328  0.117
H: -2.187 -3.229 -5.074  0.123
H: -3.275 -2.658 0.870  0.129
H: -6.080 2.866 -2.376  0.100
H: 4.704 2.588 -0.694  0.087
H: -4.202 3.492 -4.723  0.084
H: -1.418 -3.563 -1.388  0.113
H: 2.130 -6.367 -3.993  0.090
H: -1.132 1.620 3.089  0.112
H: -6.489 2.044 -0.285  0.075
H: -5.273 -0.541 -1.379  0.114
H: -3.074 -4.134 -1.093  0.140
H: -1.722 -3.539 0.992  0.138
H: 1.799 0.425 -3.351  0.091
H: 3.851 2.992 1.704  0.182
H: -3.405 4.039 -2.116  0.127
H: -0.778 2.510 5.382  0.114
H: -5.897 3.032 -4.856  0.089
H: 3.240 3.655 4.440  0.120


(4)
C25H31IrN3OSSeTe | ωB97M-V/def2-TZVPD

As for the spin multiplicity: 2. For the orbital gap (alpha / beta), the calculation gives 0.22014 / 0.19824 Eh. The molecular weight comes out at 820.4 g/mol. The expectation value of S² is 0.820. The net charge is 0.

Last column: Löwdin charge in e.
Element x y z (Å)
Ir: 0.250 -0.883 -0.090  0.532
Te: -0.502 -3.335 -1.053  0.811
Se: 0.173 0.442 -2.092  0.085
S: 1.687 -4.340 1.319  0.979
O: 1.122 1.330 0.868  -0.046
N: 2.216 -1.363 0.791  -0.094
N: -0.251 -0.936 2.136  -0.013
N: 1.480 3.171 2.132  0.059
C: -1.958 1.392 1.857  -0.205
C: 1.230 2.601 3.446  -0.160
C: -3.319 0.373 3.682  -0.043
C: 3.356 -1.596 2.733  -0.070
C: 0.664 -4.729 -0.021  -0.988
C: -2.085 -4.224 2.668  -0.084
C: -1.443 -0.883 2.868  -0.183
C: 4.136 1.871 1.880  -0.159
C: 1.649 -6.762 0.502  -0.204
C: 2.095 -1.342 2.159  -0.422
C: -3.659 -0.665 4.530  -0.073
C: 0.754 -6.061 -0.324  -0.271
C: 1.853 2.246 1.176  -0.462
C: 2.215 -5.963 1.447  -0.405
C: -1.834 -1.977 3.660  -0.172
C: -2.941 -1.844 4.484  -0.046
C: 2.475 1.812 3.898  -0.158
C: 3.799 2.335 3.309  -0.179
C: 3.487 -1.624 0.508  -0.167
C: -2.559 1.043 0.493  -0.104
C: 3.273 2.422 0.720  -0.079
C: -1.196 -3.335 3.542  -0.200
C: 0.852 -1.150 2.785  -0.122
C: 4.234 -1.779 1.678  -0.102
C: -2.228 0.280 2.833  -0.172
H: -0.891 1.556 1.722  0.059
H: 3.481 1.852 -0.184  0.121
H: 3.828 -1.693 -0.508  0.117
H: 5.285 -1.996 1.729  0.098
H: -1.093 -3.789 4.530  0.118
H: -3.236 -2.679 5.105  0.116
H: 3.842 3.425 3.381  0.110
H: 2.362 0.770 3.600  0.073
H: -3.629 0.862 0.575  0.080
H: 0.831 -1.190 3.876  0.159
H: 2.535 1.839 4.987  0.111
H: 2.141 3.935 2.205  0.119
H: -2.079 0.132 0.100  -0.003
H: 3.571 -1.631 3.786  0.111
H: -2.221 -3.770 1.686  0.040
H: 3.490 3.475 0.539  0.121
H: 2.911 -6.227 2.218  0.058
H: 0.367 1.937 3.389  0.099
H: -1.635 -5.205 2.532  0.073
H: 4.078 0.782 1.858  0.084
H: 0.182 -6.514 -1.114  0.093
H: -0.206 -3.275 3.094  0.050
H: -3.901 1.284 3.685  0.112
H: -2.406 2.317 2.229  0.115
H: 4.603 1.952 3.941  0.111
H: 5.174 2.146 1.675  0.116
H: -4.495 -0.562 5.204  0.101
H: 0.993 3.417 4.129  0.121
H: 1.867 -7.810 0.401  0.099
H: -2.385 1.850 -0.216  0.067
H: -3.062 -4.354 3.127  0.072